Computed, not measured: a molecular structure, C44H52BGe2N11Sn in a non-equilibrium geometry, with ωB97M-V/def2-TZVPD.

Geometry as XYZ:
```
111
Properties=species:S:1:pos:R:3:mulliken_spin:R:1
Sn -21.010 -6.306 6.511 0.005
C -23.708 -8.804 3.318 0.014
C -24.303 -8.727 4.707 0.020
C -25.734 -9.302 4.861 0.000
C -25.137 -9.458 7.405 0.007
C -26.760 -9.171 9.299 0.000
N -22.672 -9.119 7.507 -0.003
N -22.511 -8.574 6.371 0.007
B -21.896 -8.842 8.825 0.006
N -20.390 -8.868 8.409 0.001
N -19.934 -8.116 7.366 -0.002
C -18.630 -8.400 7.185 0.000
C -17.854 -7.786 6.055 0.000
C -18.242 -9.333 8.145 0.000
C -19.380 -9.599 8.902 0.001
C -19.523 -10.551 10.025 0.000
N -22.226 -7.392 9.260 -0.002
N -22.325 -6.413 8.332 -0.001
C -22.515 -5.262 8.994 -0.006
C -22.751 -4.012 8.232 0.020
C -22.463 -5.513 10.351 0.001
C -22.275 -6.861 10.491 0.001
C -22.110 -7.639 11.747 0.000
H -24.321 -8.310 2.576 -0.001
H -22.725 -8.341 3.340 -0.001
H -23.594 -9.869 3.034 0.000
H -26.233 -9.909 4.151 0.001
H -27.495 -8.854 8.585 0.000
H -27.081 -10.111 9.796 0.000
H -26.685 -8.416 10.091 0.000
H -22.153 -9.629 9.676 0.000
H -18.178 -8.133 5.074 0.001
H -17.980 -6.710 6.085 0.000
H -16.794 -7.973 6.183 0.000
H -17.280 -9.766 8.297 0.000
H -18.530 -10.876 10.311 0.000
H -20.039 -10.097 10.864 0.000
H -20.132 -11.401 9.723 0.000
H -22.430 -4.103 7.187 -0.018
H -23.842 -3.794 8.167 0.000
H -22.264 -3.160 8.696 0.000
H -22.651 -4.838 11.178 0.000
H -22.576 -7.113 12.568 0.000
H -22.551 -8.631 11.659 0.000
H -21.061 -7.717 12.017 0.000
N -19.184 -4.835 1.879 0.076
C -19.403 -5.698 2.863 -0.002
N -20.529 -5.911 3.471 0.051
C -21.615 -5.176 3.049 0.129
N -22.798 -5.262 3.651 0.059
N -22.930 -6.090 4.667 0.492
C -24.296 -6.219 5.054 -0.037
C -24.882 -7.395 5.172 0.029
C -26.242 -7.999 5.465 0.004
C -26.104 -9.290 6.304 0.010
C -25.423 -9.414 8.703 0.000
C -23.787 -9.944 6.964 -0.006
N -23.389 -9.293 5.694 0.002
C -21.502 -4.297 1.901 0.040
C -22.630 -3.629 1.370 0.026
C -22.454 -2.764 0.319 -0.002
C -21.159 -2.519 -0.203 0.046
C -20.045 -3.174 0.305 -0.034
C -20.221 -4.063 1.360 0.056
H -18.263 -4.779 1.466 -0.004
H -18.502 -6.279 3.112 -0.005
H -24.864 -5.289 5.195 0.016
H -27.216 -7.561 5.287 0.003
H -27.069 -9.733 6.456 0.000
H -24.627 -9.636 9.383 0.000
H -23.595 -11.025 6.993 0.000
H -23.597 -3.859 1.760 0.003
H -23.323 -2.272 -0.118 0.001
H -21.024 -1.866 -1.070 0.001
H -19.108 -2.999 -0.153 0.000
C -21.775 -0.421 3.615 -0.003
Ge -21.684 -0.401 5.550 0.000
C -21.117 1.216 6.401 0.000
C -23.220 -1.251 6.373 -0.003
Ge -19.818 -2.030 6.227 -0.001
C -19.559 -2.531 8.079 0.002
C -19.125 -3.812 8.461 -0.004
C -18.870 -4.106 9.781 0.000
C -18.985 -3.129 10.778 0.000
C -19.432 -1.855 10.392 0.000
C -19.739 -1.573 9.075 0.000
C -18.405 -2.527 4.988 -0.003
C -18.489 -1.997 3.688 0.003
C -17.395 -2.099 2.839 -0.001
C -16.257 -2.768 3.266 0.000
C -16.181 -3.294 4.545 0.000
C -17.248 -3.194 5.419 0.000
H -22.703 0.079 3.389 0.000
H -21.839 -1.410 3.169 0.004
H -20.959 0.186 3.216 0.000
H -21.783 2.007 6.047 0.000
H -20.118 1.475 6.135 0.000
H -21.230 1.163 7.488 0.000
H -24.099 -0.672 6.108 0.000
H -23.106 -1.273 7.457 0.000
H -23.407 -2.261 6.004 0.002
H -18.972 -4.587 7.716 0.002
H -18.530 -5.118 10.003 0.000
H -18.697 -3.319 11.804 0.000
H -19.535 -1.088 11.143 0.000
H -20.054 -0.577 8.814 0.000
H -19.373 -1.476 3.380 -0.001
H -17.470 -1.635 1.872 0.000
H -15.423 -2.885 2.602 0.000
H -15.299 -3.832 4.890 0.000
H -17.135 -3.632 6.411 0.000
```

Values from the calculation:
Molecular weight: 1009.72 g/mol
Relative energy (zero: lowest compared OMol25 entry of this formula, charge and spin): 114.2 kJ/mol
Charge: +3
⟨S²⟩: 0.773
Kohn-Sham gap (alpha / beta): 5.57 / 6.80 eV
LUMO (alpha / beta): -8.66 / -8.67 eV
Spin multiplicity: 2